(1)
Molecular formula: C26H25Cl2N4
Method: DFT, ωB97M-V/def2-TZVPD

SMILES string ... Clc1ccc(C(c2ccc(Cl)cc2)[N@H+]2CCC[C@H]2Cn2cc(-c3ccccc3)nn2)cc1
Energy above the lowest of the compared OMol25 structures with the same formula, charge and spin ... 0.0 kJ/mol
HOMO energy ... -10.9 eV
Total charge ... +1
E_tot ... -58366.2807 eV
LUMO ... -2.31 eV

CARTESIAN COORDINATES (ANGSTROEM)
Cl -6.431316 2.827238 -3.315189
C -4.856636 2.243319 -2.955915
C -4.606629 0.866091 -2.945906
C -3.358208 0.400884 -2.518204
C -2.342171 1.286846 -2.119488
C -0.987524 0.708610 -1.677208
C 0.258306 1.204787 -2.417592
C 1.429881 0.430974 -2.306611
C 2.676381 0.984586 -2.611242
C 2.732889 2.319986 -3.048575
Cl 4.242741 3.127140 -3.128759
C 1.560096 3.017050 -3.360663
C 0.318386 2.420864 -3.104294
N -0.735258 0.874213 -0.222328
C -1.258435 2.202525 0.375462
C -2.680392 1.857596 0.853485
C -2.826635 0.316068 0.833322
C -1.391594 -0.125992 0.731530
C -0.978550 -1.547616 0.422342
N 0.386162 -1.729368 0.967854
C 0.885971 -2.704613 1.759503
C 2.153073 -2.269375 2.130804
C 3.093896 -2.894648 3.043165
C 2.666822 -3.898543 3.954616
C 3.563961 -4.465208 4.855481
C 4.907931 -4.061422 4.858370
C 5.349564 -3.084413 3.952837
C 4.449501 -2.493875 3.063459
N 2.372921 -1.051165 1.529341
N 1.302336 -0.715812 0.865207
C -2.596272 2.663652 -2.208717
C -3.862426 3.148951 -2.561263
H -5.386081 0.160025 -3.232457
H -3.155598 -0.675676 -2.515721
H -1.043111 -0.372314 -1.854137
H 1.381775 -0.620769 -2.004365
H 3.597832 0.424716 -2.462591
H 1.610221 4.019757 -3.777750
H -0.589294 2.912970 -3.448607
H 0.280384 0.758670 -0.019468
H -1.154691 3.018815 -0.338526
H -0.596830 2.419754 1.226206
H -3.453964 2.336703 0.240267
H -2.783624 2.201629 1.887051
H -3.418801 -0.053364 -0.015678
H -3.267222 -0.074746 1.765375
H -0.935979 0.136060 1.695010
H -0.970164 -1.786612 -0.654038
H -1.627486 -2.268621 0.928655
H 0.349630 -3.593858 2.044125
H 1.617983 -4.205930 3.942247
H 3.216333 -5.223774 5.558794
H 5.607206 -4.506236 5.567340
H 6.399478 -2.778981 3.941531
H 4.775229 -1.718491 2.366014
H -1.822593 3.413607 -2.011351
H -4.069417 4.217334 -2.522778

Atoms 1-2, force components in eV/Å:
Cl -0.095 0.020 -0.171
C 0.510 -0.173 0.699

The computed natural (NBO) charges, all in e, follow: 0.06, -0.03, -0.24, -0.13, -0.10, -0.10, 0.00, -0.21, -0.22, -0.02, 0.05, -0.23, -0.21, -0.42, -0.21, -0.44, -0.42, -0.03, -0.24, -0.18, -0.05, 0.04, -0.01, -0.21, -0.21, -0.19, -0.20, -0.20, -0.19, -0.14, -0.20, -0.23, 0.25, 0.21, 0.22, 0.22, 0.25, 0.24, 0.23, 0.51, 0.24, 0.23, 0.25, 0.24, 0.23, 0.25, 0.23, 0.22, 0.25, 0.24, 0.20, 0.23, 0.23, 0.23, 0.23, 0.22, 0.25

(2)
Molecular formula: C33H88CuN8O11
Method: DFT, ωB97M-V/def2-TZVPD

Energy above the lowest of the compared OMol25 structures with the same formula, charge and spin ... 774.0 kJ/mol
HOMO energy (spin up / spin down) ... -8.7 / -8.4 eV
E_tot ... -114718.5017 eV
LUMO (spin up / spin down) ... -2.85 / -2.79 eV
Multiplicity ... 2
<S²> ... 0.77

CARTESIAN COORDINATES (ANGSTROEM)
Cu 1.060346 0.854763 5.030708
C 0.112126 0.253818 1.262127
O -0.695919 0.273091 2.211179
O -0.112715 0.655137 0.131180
O 1.278198 0.113597 1.671339
C 5.017921 2.014264 9.788653
C 4.465703 2.234860 8.356562
C 5.499607 1.844286 7.322963
O 4.867327 1.930874 6.044576
C 5.770320 1.849864 4.873900
N 3.177145 1.535783 8.212085
H 5.850584 2.712241 9.875811
H 5.286402 0.974225 9.973942
H 4.352379 2.306984 10.600728
H 4.225266 3.294853 8.274716
H 5.774641 0.811073 7.534925
H 6.411760 2.440095 7.356089
H 6.176132 0.850041 4.719686
H 6.562245 2.598664 4.889419
H 5.258593 2.124787 3.951586
H 2.553137 1.897901 8.918907
H 3.286017 0.654896 8.694045
C -0.293392 8.546037 -0.752605
C -1.062058 7.362298 -1.041553
C -1.576708 7.266739 -2.565203
O -2.157169 6.010429 -2.825766
C -3.128860 6.004507 -3.862285
N -0.188960 6.220917 -0.726984
H -0.894084 9.441642 -0.911208
H 0.573891 8.627077 -1.407854
H 0.126462 8.485896 0.251488
H -1.933800 7.229591 -0.400815
H -0.762014 7.436022 -3.269280
H -2.153412 8.168709 -2.770035
H -3.431079 5.011311 -4.194445
H -2.663080 6.433631 -4.749420
H -3.979693 6.581216 -3.499532
H -0.689446 5.395741 -1.024793
H 0.672265 6.169026 -1.252068
C -6.703591 5.871019 0.768496
C -5.858010 4.808230 1.501713
C -6.740142 4.133651 2.561698
O -7.595822 4.896818 3.441827
C -6.882056 5.763115 4.323631
N -5.275576 3.898854 0.543296
H -6.131734 6.318418 -0.044470
H -7.163703 6.640692 1.388184
H -7.511811 5.329804 0.276597
H -5.024601 5.380339 1.909426
H -6.236732 3.488864 3.282068
H -7.453988 3.469999 2.073746
H -7.549013 6.158266 5.089879
H -6.467076 6.595526 3.755317
H -6.151856 5.139780 4.839729
H -4.602091 3.296196 0.994216
H -4.763029 4.387300 -0.177006
C 1.275017 3.403433 -7.366781
C 0.885502 2.262670 -6.480227
C 1.764808 0.982699 -6.708216
O 1.441224 0.444401 -7.929354
C 2.371324 -0.543595 -8.396583
N 1.019188 2.682256 -5.078163
H 0.806963 3.270489 -8.342156
H 2.359561 3.508197 -7.396355
H 0.913729 4.398199 -7.105972
H -0.118452 1.918914 -6.729259
H 1.564362 0.220305 -5.955433
H 2.831210 1.179450 -6.597867
H 2.475750 -1.317955 -7.636610
H 3.352634 -0.123062 -8.616326
H 2.083337 -0.983629 -9.351329
H 0.607646 1.953937 -4.512214
H 0.311895 3.379388 -4.894244
C -2.912789 -6.694031 -0.478509
C -1.989048 -6.078831 0.497142
C -0.489727 -6.123738 0.190593
O 0.001029 -7.455552 0.212831
C 1.270968 -7.519821 -0.404242
N -2.418127 -4.706617 0.686508
H -3.959032 -6.555979 -0.205753
H -2.757680 -7.754835 -0.675354
H -2.926735 -6.175539 -1.437191
H -2.249559 -6.522113 1.458252
H 0.008981 -5.625323 1.021840
H -0.227728 -5.619656 -0.739666
H 1.954331 -6.702875 -0.172480
H 1.058844 -7.574768 -1.471990
H 1.775109 -8.471446 -0.235871
H -1.799048 -4.015240 1.085056
H -2.632374 -4.253797 -0.190500
C 2.887692 -3.948475 6.310922
C 1.445646 -4.178851 6.052031
C 0.964467 -5.562098 6.419031
O 1.273927 -5.822034 7.816641
C 1.032854 -7.218227 8.127016
N 0.727371 -3.127181 6.651196
H 2.959730 -3.633139 7.351823
H 3.384887 -3.280117 5.607930
H 3.433511 -4.889327 6.240447
H 1.239415 -3.951097 5.006229
H 1.488837 -6.260436 5.766755
H -0.094023 -5.795195 6.303486
H 1.537362 -7.460497 9.062374
H 1.390292 -7.894400 7.350407
H -0.052488 -7.297743 8.188726
H 0.981995 -3.146200 7.628389
H -0.219783 -3.469293 6.573915
C -2.668955 -2.760191 -5.238120
C -3.767360 -1.653215 -4.998566
C -5.102617 -1.901085 -5.700730
O -4.900209 -1.921389 -7.107530
C -6.063571 -2.233527 -7.853556
N -3.928798 -1.499084 -3.568904
H -1.717276 -2.572402 -4.740981
H -2.300111 -2.842739 -6.260487
H -3.121409 -3.726760 -5.016458
H -3.338316 -0.732997 -5.395077
H -5.832408 -1.148244 -5.402853
H -5.394717 -2.866835 -5.288280
H -6.876116 -1.535548 -7.651814
H -6.460844 -3.244635 -7.764539
H -5.902616 -2.118874 -8.925487
H -3.055444 -1.092968 -3.264903
H -4.505114 -0.704847 -3.329881
C 6.723626 -1.512637 -1.405549
C 5.395890 -1.349716 -2.211286
C 4.490376 -2.556145 -2.125455
O 5.118833 -3.707213 -2.488268
C 4.905660 -4.104050 -3.847313
N 4.693175 -0.191332 -1.767940
H 7.501836 -2.140011 -1.840166
H 6.579446 -2.004292 -0.443478
H 7.182878 -0.561296 -1.136972
H 5.623815 -1.198076 -3.266355
H 3.560472 -2.393273 -2.670287
H 4.082301 -2.650493 -1.119129
H 5.395560 -5.052854 -4.066129
H 5.286013 -3.359161 -4.546296
H 3.834781 -4.220091 -4.014201
H 4.146388 -0.378707 -0.939673
H 3.854778 -0.110697 -2.325347

Atoms 1-2, force components in eV/Å:
Cu 0.000 -0.333 -0.773
C -0.020 2.569 -0.080

These are the Löwdin partial charges, in e, on atoms 1 to 99: 0.84, -1.06, 0.04, 0.06, 0.06, -0.07, -0.43, -0.21, -0.21, -0.06, 0.03, 0.08, 0.08, 0.07, 0.14, 0.13, 0.13, 0.08, 0.08, 0.08, 0.07, 0.06, -0.11, -0.44, -0.20, -0.20, -0.10, 0.03, 0.08, 0.08, 0.09, 0.14, 0.12, 0.11, 0.09, 0.08, 0.09, 0.06, 0.07, -0.06, -0.45, -0.18, -0.21, -0.10, 0.04, 0.07, 0.07, 0.08, 0.12, 0.12, 0.13, 0.08, 0.08, 0.08, 0.08, 0.07, -0.07, -0.43, -0.24, -0.18, -0.09, 0.04, 0.08, 0.08, 0.07, 0.13, 0.12, 0.12, 0.08, 0.08, 0.08, 0.06, 0.06, -0.08, -0.46, -0.20, -0.19, -0.12, 0.03, 0.08, 0.08, 0.08, 0.14, 0.12, 0.13, 0.09, 0.09, 0.08, 0.07, 0.07, -0.06, -0.51, -0.19, -0.20, -0.09, 0.03, 0.08, 0.08, 0.08

(3)
Molecular formula: C9H23ClNO8S
Method: DFT, ωB97M-V/def2-TZVPD

HOMO energy (spin up / spin down) ... -8.3 / -8.3 eV
E_tot ... -50919.7213 eV
LUMO (spin up / spin down) ... -1.44 / -5.71 eV
Multiplicity ... 2
<S²> ... 0.76

CARTESIAN COORDINATES (ANGSTROEM)
Cl 0.310504 -0.536535 0.028636
O -0.145643 0.765977 -0.388675
O 1.595837 -0.382406 0.725156
O -0.564464 -1.201969 0.934646
O 0.479575 -1.429821 -1.133069
C 1.525922 0.194507 4.089069
O 1.281757 -1.143001 3.663934
H 0.565937 0.578941 4.433640
H 2.245567 0.247235 4.906028
H 1.939704 0.806975 3.287959
H 0.766332 -1.063249 2.857972
C 2.304613 -3.484079 1.403920
O 2.688735 -4.864551 1.749604
H 2.205566 -3.410872 0.320906
H 1.457560 -3.077349 1.956334
H 3.106505 -2.780866 1.628805
H 2.139714 -5.410597 1.182153
C -3.454553 -4.283790 0.748611
O -2.825199 -3.519758 -0.345795
H -3.615084 -5.328370 0.481813
H -2.710090 -4.279519 1.544761
H -4.361695 -3.822335 1.138800
H -2.254652 -2.798620 -0.070024
N -2.545446 2.996670 1.404504
C -3.374049 4.064952 1.641619
C -2.641790 5.208658 1.712256
C -1.298680 4.830982 1.698205
C -1.236964 3.494403 1.360210
H -2.755005 2.010387 1.345985
H -4.408880 3.777213 1.754409
H -2.996839 6.213154 1.889253
H -0.459757 5.508939 1.752806
H -0.437142 2.769258 1.389374
C 1.869041 0.761926 -6.537031
S 2.709100 0.537603 -4.969184
O 3.538749 1.796559 -4.571072
C 1.262890 0.861297 -3.834762
H 2.669627 0.626895 -7.264298
H 1.441902 1.762510 -6.604130
H 1.010520 0.090778 -6.561981
H 1.480797 0.994260 -2.775080
H 0.548533 0.041329 -3.908556
H 0.940945 1.876278 -4.067709

Atoms 1-2, force components in eV/Å:
Cl 3.650 -2.220 -1.369
O -0.862 0.517 0.154

The computed natural (NBO) charges, all in e, follow: 2.52, -0.89, -0.87, -0.89, -0.84, -0.25, -0.73, 0.14, 0.18, 0.17, 0.49, -0.26, -0.74, 0.18, 0.18, 0.19, 0.46, -0.25, -0.76, 0.18, 0.17, 0.16, 0.49, -0.53, 0.20, -0.24, -0.20, 0.23, 0.47, 0.25, 0.27, 0.27, 0.28, -0.83, 1.18, -0.98, -0.79, 0.24, 0.23, 0.24, 0.26, 0.23, 0.22

The lowest E_tot belongs to which entry?
C33H88CuN8O11

Among the records above, which one has the lowest E_tot?
C33H88CuN8O11

Which of these has the highest E_tot?
C9H23ClNO8S

Which of these has the highest E_tot?
C9H23ClNO8S